# 1
C21H36FN3O3PS | ωB97M-V/def2-TZVPD

Last columns: bonded neighbours and bond lengths (Å).
CARTESIAN COORDINATES (ANGSTROEM)
1 C 1.550 4.024 1.948  C2 1.675, H20 1.170, H21 1.193, H22 1.172
2 C -0.108 4.106 2.172  C1 1.675, O3 1.453, H23 1.177, H24 1.197
3 O -0.882 3.925 0.956  C2 1.453, C4 1.453
4 C -1.266 2.560 0.637  O3 1.453, C5 1.637, C7 1.677, C11 1.674
5 C -0.452 1.357 1.392  C4 1.637, N6 1.307
6 N 0.223 0.444 2.039  C5 1.307
7 C -0.861 2.378 -0.980  C4 1.677, C8 1.667, H25 1.169, H26 1.170
8 C 0.753 2.700 -1.244  C7 1.667, C9 1.671, H27 1.169, H28 1.169
9 C 1.158 1.846 -2.622  C8 1.671, F10 1.484, H29 1.185, H30 1.169
10 F 0.438 2.495 -3.746  C9 1.484
11 C -2.888 2.241 0.901  C4 1.674, C12 1.672, C14 1.636, P18 1.951
12 C -3.629 1.605 -0.456  C11 1.672, N13 1.292
13 N -4.071 1.132 -1.574  C12 1.292
14 C -3.717 3.520 1.496  C11 1.636, C15 1.782, H31 1.168, H32 1.170
15 C -4.061 4.652 0.163  C14 1.782, C16 1.737, O17 1.564, H33 1.255
16 C -5.595 5.455 0.300  C15 1.737, O17 1.644, H34 1.169, H35 1.190
17 O -4.135 6.162 0.564  C15 1.564, C16 1.644
18 P -3.127 0.840 2.238  C11 1.951, S19 1.948, H36 1.470, H37 1.443
19 S -3.039 -0.959 1.495  P18 1.948
20 H 2.083 4.669 2.766  C1 1.170
21 H 1.886 2.896 2.144  C1 1.193
22 H 1.846 4.291 0.846  C1 1.172
23 H -0.468 3.503 3.116  C2 1.177
24 H -0.268 5.250 2.487  C2 1.197
25 H -1.028 1.290 -1.373  C7 1.169
26 H -1.468 3.211 -1.536  C7 1.170
27 H 0.962 3.846 -1.340  C8 1.169
28 H 1.455 2.282 -0.408  C8 1.169
29 H 0.810 0.733 -2.416  C9 1.185
30 H 2.316 1.970 -2.727  C9 1.169
31 H -3.164 4.142 2.316  C14 1.168
32 H -4.792 3.156 1.782  C14 1.170
33 H -3.673 4.333 -0.986  C15 1.255
34 H -5.969 5.993 -0.668  C16 1.169
35 H -5.952 5.736 1.400  C16 1.190
36 H -4.522 1.005 2.671  P18 1.470
37 H -2.329 1.052 3.421  P18 1.443
38 C 3.420 -3.461 0.942  C39 1.556, H49 1.098, H50 1.097, H51 1.092
39 C 2.689 -2.767 -0.244  C38 1.556, C40 1.556, N44 1.501, C48 1.566
40 C 1.265 -2.309 0.186  C39 1.556, C41 1.524, H52 1.100, H53 1.098
41 C 0.222 -3.419 0.229  C40 1.524, C42 1.523, H54 1.099, H55 1.096
42 C 0.230 -4.238 -1.055  C41 1.523, C43 1.550, H56 1.098, H57 1.096
43 C 1.639 -4.787 -1.397  C42 1.550, N44 1.502, C46 1.554, C47 1.563
44 N 2.681 -3.706 -1.415  C39 1.501, C43 1.502, O45 1.407
45 O 2.484 -2.942 -2.579  N44 1.407
46 C 2.014 -5.893 -0.372  C43 1.554, H58 1.097, H59 1.097, H60 1.091
47 C 1.568 -5.562 -2.752  C43 1.563, H61 1.096, H62 1.098, H63 1.096
48 C 3.528 -1.469 -0.497  C39 1.566, H64 1.095, H65 1.100, H66 1.098
49 H 4.076 -4.270 0.595  C38 1.098
50 H 4.078 -2.772 1.486  C38 1.097
51 H 2.728 -3.871 1.681  C38 1.092
52 H 0.902 -1.543 -0.515  C40 1.100
53 H 1.308 -1.824 1.169  C40 1.098
54 H 0.395 -4.066 1.099  C41 1.099
55 H -0.771 -2.981 0.375  C41 1.096
56 H -0.487 -5.063 -0.961  C42 1.098
57 H -0.140 -3.610 -1.874  C42 1.096
58 H 3.023 -6.280 -0.557  C46 1.097
59 H 1.320 -6.740 -0.444  C46 1.097
60 H 1.962 -5.566 0.667  C46 1.091
61 H 1.199 -4.943 -3.578  C47 1.096
62 H 0.880 -6.414 -2.681  C47 1.098
63 H 2.550 -5.958 -3.033  C47 1.096
64 H 4.542 -1.707 -0.834  C48 1.095
65 H 3.614 -0.873 0.423  C48 1.100
66 H 3.064 -0.807 -1.239  C48 1.098

- HOMO: -11.07 eV
- Net charge: +1
- LUMO level: -7.83 eV


# 2
C7H12N2OS | ωB97M-V/def2-TZVPD

Last columns: bonded neighbours and bond lengths (Å).
CARTESIAN COORDINATES (ANGSTROEM)
1 C -3.611 0.483 -0.038  C2 1.498, H12 1.170, H13 1.091, H14 1.105
2 C -2.802 -0.769 -0.201  C1 1.498, S3 1.770, H15 1.127, H16 1.131
3 S -1.251 -0.858 0.647  C2 1.770, C4 1.775
4 C -0.184 -0.277 -0.647  S3 1.775, N5 1.267, H17 1.111
5 N 1.078 -0.162 -0.653  C4 1.267, C6 1.434
6 C 1.868 -0.430 0.514  N5 1.434, C7 1.501, N11 1.445, H18 1.172
7 C 3.024 -1.325 0.174  C6 1.501, C8 1.506, H19 1.074, H20 1.064
8 C 4.126 -0.333 -0.089  C7 1.506, O9 1.176, C10 1.506
9 O 5.244 -0.532 -0.393  C8 1.176
10 C 3.555 1.043 0.130  C8 1.506, N11 1.407, H21 1.223, H22 1.065
11 N 2.425 0.833 0.943  C6 1.445, C10 1.407, H23 0.979
12 H -4.736 0.492 -0.358  C1 1.170
13 H -3.764 0.633 1.031  C1 1.091
14 H -3.266 1.359 -0.617  C1 1.105
15 H -2.667 -1.143 -1.255  C2 1.127
16 H -3.333 -1.619 0.324  C2 1.131
17 H -0.818 0.102 -1.476  C4 1.111
18 H 1.142 -0.938 1.282  C6 1.172
19 H 2.689 -1.814 -0.722  C7 1.074
20 H 3.441 -1.897 0.968  C7 1.064
21 H 3.463 1.416 -1.031  C10 1.223
22 H 4.413 1.597 0.430  C10 1.065
23 H 1.788 1.550 1.139  N11 0.979

- Structure (SMILES): CCS/C=N\[C@H]1CC(=O)CN1
- HOMO: -8.82 eV
- Energy relative to the best compared isomer or geometry (same formula, charge and spin): 2.733 eV
- LUMO level: 0.64 eV


# 3
C5H12O2 | ωB97M-V/def2-TZVPD

Last columns: bonded neighbours and bond lengths (Å).
CARTESIAN COORDINATES (ANGSTROEM)
1 C -1.497 0.967 -1.662  C2 1.516, H7 1.096, H8 1.106, H9 1.096
2 C -1.309 0.391 -0.272  C1 1.516, C3 1.362, H10 1.092
3 C -0.196 -0.007 0.405  C2 1.362, O4 1.413, C5 1.498
4 O -0.364 -1.172 1.186  C3 1.413, H11 0.968
5 C 1.030 0.759 0.797  C3 1.498, C6 1.524, H12 1.108, H13 1.095
6 C 2.330 -0.035 0.834  C5 1.524, H14 1.097, H15 1.093, H16 1.096
7 H -0.602 0.880 -2.288  C1 1.096
8 H -2.285 0.388 -2.181  C1 1.106
9 H -1.838 2.008 -1.659  C1 1.096
10 H -2.250 0.250 0.264  C2 1.092
11 H 0.069 -1.141 2.052  O4 0.968
12 H 0.752 1.066 1.825  C5 1.108
13 H 1.119 1.703 0.248  C5 1.095
14 H 2.241 -0.910 1.489  C6 1.097
15 H 2.549 -0.406 -0.171  C6 1.093
16 H 3.171 0.569 1.194  C6 1.096
17 O -1.145 -1.904 -1.057  H18 1.016, H19 0.975
18 H -0.265 -1.441 -0.849  O17 1.016
19 H -1.508 -1.966 -0.155  O17 0.975

- Structure (SMILES): C/C=C(/O)CC.O
- HOMO: -7.90 eV
- Energy relative to the best compared isomer or geometry (same formula, charge and spin): 3.024 eV
- LUMO level: 0.55 eV